1.
ORCA calculation (the ωB97M-V functional and the def2-TZVPD basis) on a 3-piece molecular cluster, C4H14NO3 overall in a non-equilibrium geometry.

- Relative energy (zero: lowest compared OMol25 entry of this formula, charge and spin): 110.8 kJ/mol
- Kohn-Sham gap: 7.407 eV
- Total charge: -1
- 2S+1: 1
- Max |F|: 1.3 eV Å⁻¹

The geometry in XYZ format:
```
22
Properties=species:S:1:pos:R:3:forces:R:3:lowdin_charge:R:1
C -0.7614 1.5372 -0.1723 -0.525 0.982 0.710 -0.16
N -0.0328 1.0018 0.9558 0.184 -0.175 -0.230 -0.08
C 1.9726 0.7048 -0.4976 0.317 -0.094 -0.454 -0.10
C 1.1379 0.1689 0.6503 -0.169 -0.115 -0.448 -0.40
C 0.6529 -1.2789 0.3562 -0.117 -0.416 0.248 -0.43
O -0.2703 -1.6710 1.2693 0.157 -0.287 -0.250 -0.34
H -0.1672 2.2414 -0.7480 0.274 -0.339 -0.419 0.07
H -1.3906 0.8945 -0.7923 0.451 -0.653 -0.313 0.06
H -1.5168 2.1811 0.2527 -0.453 0.408 0.340 0.06
H -0.6448 0.3339 1.4337 -0.004 0.074 0.170 0.07
H 2.9278 0.1787 -0.5934 -0.107 -0.209 0.180 0.07
H 2.2454 1.7641 -0.4786 -0.284 0.076 0.324 0.07
H 1.4359 0.5198 -1.4317 0.047 0.129 -0.078 0.05
H 1.7099 0.1379 1.5797 0.167 -0.099 0.010 0.12
H 1.5453 -1.9517 0.2757 0.092 0.164 0.297 0.09
H 0.2777 -1.3373 -0.7018 -0.116 0.352 0.008 0.07
H -0.4959 -1.0405 -2.3547 0.398 -0.175 -0.228 0.01
H -1.1463 0.2414 -2.5749 0.127 0.281 -0.349 0.00
O -0.5741 -0.3731 -3.0540 -0.467 -0.112 0.394 -0.09
H -2.2886 -1.5300 2.9627 -0.135 0.218 -0.005 0.01
H -1.9515 -1.5313 1.5224 0.189 0.559 0.186 -0.01
O -2.6651 -1.1916 2.1410 -0.025 -0.569 -0.093 -0.16
```
Positions in Å, forces in eV/Å.

=====

2.
ORCA calculation (the ωB97M-V functional and the def2-TZVPD basis) on a 2-piece molecular cluster, C8H19NO overall in a non-equilibrium geometry.

- Structure (SMILES): CC(C)(C)C.CNC(C)=O
- Relative energy (zero: lowest compared OMol25 entry of this formula, charge and spin): 404.8 kJ/mol
- Kohn-Sham gap: 10.340 eV
- 2S+1: 1
- Max |F|: 6.5 eV Å⁻¹

The geometry in XYZ format:
```
29
Properties=species:S:1:pos:R:3:forces:R:3:lowdin_charge:R:1
C 0.9155 3.9440 1.1491 -0.069 0.403 -0.201 -0.01
C 0.0104 2.7576 1.2992 -0.643 -0.272 0.132 -0.55
C -0.9915 0.8227 0.1488 0.114 0.291 0.282 -0.10
C 0.0610 -2.2564 -0.8752 0.772 1.920 0.865 -0.76
C 0.1107 -3.5234 -1.5560 -3.479 -2.400 -0.436 -0.14
C 0.7129 -2.0781 0.5433 -3.497 -3.578 1.673 -0.04
C -1.3510 -1.8008 -1.0302 -2.598 -4.765 0.478 -0.06
C 1.0871 -1.6291 -1.6923 4.307 3.828 -3.018 -0.13
H 1.2942 4.0801 0.1296 -0.017 -0.050 0.240 0.07
H 1.7383 3.8132 1.8394 0.270 0.080 0.106 0.08
H 0.3640 4.8442 1.4497 0.149 -0.270 -0.066 0.09
H 0.4578 2.1814 -0.6141 -0.229 -0.094 0.275 0.13
H -1.5432 0.7704 1.0985 0.290 0.016 -0.239 0.11
H -1.7379 0.9777 -0.6488 0.306 -0.085 0.170 0.10
H -0.4584 -0.1376 -0.0100 -0.074 1.743 0.454 0.02
H 1.0578 -3.8212 -1.5722 4.179 -1.497 -0.707 0.04
H -0.3684 -4.3537 -1.0463 -0.920 -0.154 -0.140 0.10
H -0.2700 -3.2765 -2.5935 0.343 -1.298 1.229 0.11
H 0.7525 -1.0991 0.9655 0.047 0.654 -0.042 0.06
H 0.1727 -2.7809 1.3340 0.584 1.580 -1.348 0.13
H 1.6623 -2.5216 0.5321 1.508 -0.321 -0.107 0.04
H -1.5424 -0.8114 -0.6925 -1.226 -0.706 -0.411 -0.01
H -1.7926 -2.7613 -0.3165 0.073 3.241 -1.464 0.16
H -1.8243 -2.1365 -2.0546 1.082 1.289 1.795 0.12
H 1.1449 -1.9814 -2.8203 -0.254 0.879 2.209 0.11
H 0.9669 -0.4253 -1.7779 0.859 -2.548 0.509 0.12
H 2.1552 -2.0224 -1.1863 -2.470 1.802 -1.922 0.14
N -0.0954 1.9521 0.2018 0.303 0.266 0.060 0.01
O -0.6115 2.5473 2.3313 0.288 0.046 -0.376 0.03
```
Positions in Å, forces in eV/Å.